[1]
# C36H32N5O8ScSi

C36H32N5O8ScSi as an isolated structure (ωB97M-V with the def2-TZVPD basis set, the Open Molecules 2025 dataset).

Structure (ORCA input):
```
! wB97M-V def2-TZVPD RIJCOSX def2/J DEFGRID3
* xyz -2 1
Sc 0.5213 -0.9862 0.2387
O -1.9663 -0.1429 5.6858
C -1.3223 0.9739 5.3776
O -1.2841 1.9176 6.1361
C -0.6231 1.0047 4.0693
C -0.0511 2.1362 3.5312
N 0.4869 1.7822 2.3514
N 0.2956 0.4960 2.0827
C -0.3946 0.0046 3.0937
C -0.9094 -1.3933 2.9054
O -1.6170 -1.8986 3.7883
O -0.5844 -1.9286 1.8022
H -1.8921 -0.8343 4.9569
H -0.0301 3.1464 3.9013
H 0.8674 2.3673 1.6248
C 2.1453 -3.0134 3.2175
C 3.0682 -2.2438 2.3191
C 4.4441 -2.2998 2.4614
C 5.2242 -1.5306 1.5924
C 4.6433 -0.7506 0.6266
C 3.2259 -0.7377 0.5151
N 2.4951 -1.4868 1.3832
N 2.4738 -0.0648 -0.3674
Si 3.0467 0.6748 -1.8156
C 1.5968 1.0898 -2.9017
C 4.2039 -0.4699 -2.7628
C 3.9813 2.2726 -1.4437
H 1.5907 -2.3283 3.8626
H 2.7009 -3.7084 3.8471
H 1.4054 -3.5575 2.6314
H 4.8904 -2.9215 3.2254
H 6.3057 -1.5507 1.6800
H 5.2434 -0.1548 -0.0469
H 1.0266 0.1972 -3.1684
H 1.9294 1.5821 -3.8212
H 0.9026 1.7463 -2.3759
H 3.7762 -1.4751 -2.8137
H 5.1920 -0.5500 -2.3035
H 4.3407 -0.0983 -3.7834
H 3.3414 2.9646 -0.8897
H 4.2875 2.7711 -2.3686
H 4.8793 2.0940 -0.8457
C -0.8966 0.3938 -0.6157
C -1.5560 1.4297 -0.4721
C -2.2776 2.5879 -0.0974
C -2.2997 3.7241 -0.9714
C -1.4660 3.7621 -2.1239
C -1.4591 4.8281 -3.0002
C -2.2890 5.9336 -2.8112
C -3.1489 5.9053 -1.7174
C -3.1644 4.8435 -0.8289
C -2.9401 2.5001 1.2013
C -3.3506 1.2427 1.7029
C -3.9310 1.0953 2.9495
C -4.1353 2.1938 3.7805
C -3.7180 3.4376 3.3261
C -3.1356 3.5921 2.0753
H -0.8261 2.9105 -2.3143
H -0.7899 4.7934 -3.8549
H -2.2788 6.7715 -3.4980
H -3.8398 6.7277 -1.5542
H -3.8905 4.8569 -0.0291
H -3.1814 0.3699 1.0831
H -4.2053 0.1002 3.2882
H -4.5572 2.0730 4.7702
H -3.8217 4.3078 3.9671
H -2.7828 4.5728 1.7860
O 2.2982 -3.6562 -2.0333
C 1.1198 -3.4401 -1.7950
O 0.6435 -2.6154 -0.9397
C 0.0603 -4.1963 -2.5852
C -1.2839 -3.8564 -2.4876
C -2.2328 -4.5459 -3.2282
C -1.8041 -5.5720 -4.0512
C -0.4714 -5.9308 -4.1703
C 0.4602 -5.2270 -3.4286
N -2.8045 -6.3162 -4.8405
O -2.4037 -7.1806 -5.6021
O -3.9704 -5.9809 -4.7513
H -1.5742 -3.0433 -1.8358
H -3.2817 -4.2968 -3.1741
H -0.1871 -6.7366 -4.8297
H 1.5160 -5.4541 -3.4877
*
```

Kohn-Sham gap, eV: 3.4308
Energy above the lowest of the compared OMol25 structures with the same formula, charge and spin, kJ/mol: 0.0

=====

[2]
# C36H32N5PtS2Si

C36H32N5PtS2Si as an isolated structure (ωB97M-V with the def2-TZVPD basis set, the Open Molecules 2025 dataset).

Structure (ORCA input):
```
! wB97M-V def2-TZVPD RIJCOSX def2/J DEFGRID3
* xyz 3 5
Pt -0.1768 -0.4167 0.6527
N -2.4424 1.4108 3.9052
C -1.7035 2.1491 4.8208
C -2.3357 2.7668 5.8940
C -1.5786 3.4985 6.7847
C -0.1875 3.6284 6.6222
C 0.4505 3.0214 5.5699
C -0.3061 2.2689 4.6571
S 0.5057 1.4884 3.3732
N -0.6886 0.7633 2.4975
C -1.9632 0.8011 2.8055
C -2.9037 0.1429 1.8675
C -4.2733 0.3263 1.9149
C -5.0685 -0.3145 0.9702
C -4.4635 -1.1000 0.0079
C -3.0817 -1.2214 0.0009
N -2.3169 -0.6173 0.9134
H -3.4313 1.3206 4.0969
H -3.4068 2.6752 6.0242
H -2.0638 3.9827 7.6215
H 0.3810 4.2110 7.3339
H 1.5211 3.1180 5.4395
H -4.7456 0.9709 2.6435
H -6.1421 -0.1859 0.9887
H -5.0418 -1.6122 -0.7480
H -2.5686 -1.8040 -0.7532
C 5.0010 -4.8123 -0.0570
C 3.6020 -4.3196 -0.1537
C 2.6078 -4.8763 -0.9256
C 1.3370 -4.3023 -0.9225
N 1.0646 -3.1964 -0.1974
C 2.0197 -2.6912 0.5395
S 1.7393 -1.2868 1.5438
N 3.2617 -3.2314 0.5791
C 0.2167 -4.8769 -1.7133
H 5.1194 -5.7393 -0.6103
H 5.2741 -4.9862 0.9853
H 5.6852 -4.0686 -0.4718
H 2.8172 -5.7536 -1.5195
H 3.9620 -2.8041 1.1762
H 0.5068 -5.7868 -2.2308
H -0.1217 -4.1409 -2.4431
H -0.6225 -5.0866 -1.0484
C -3.0937 -1.2113 -3.7198
C -3.2039 0.1212 -3.3425
C -2.1722 0.7347 -2.6466
C -1.0029 0.0280 -2.3356
C -0.9142 -1.3215 -2.7148
C -1.9473 -1.9357 -3.4050
Si 0.3969 0.8398 -1.4096
C 0.1706 2.6670 -1.1938
C -0.4037 3.2910 -0.0858
C -0.5629 4.6668 -0.0332
C -0.1523 5.4493 -1.1045
C 0.4178 4.8512 -2.2201
C 0.5817 3.4759 -2.2624
C 2.0561 0.3334 -2.0651
C 3.2262 0.5354 -1.3222
C 4.4712 0.2678 -1.8644
C 4.5711 -0.2113 -3.1671
C 3.4252 -0.4162 -3.9209
C 2.1773 -0.1518 -3.3725
H -3.8939 -1.6823 -4.2758
H -4.0875 0.6855 -3.6106
H -2.2630 1.7766 -2.3605
H -0.0121 -1.8796 -2.4877
H -1.8620 -2.9675 -3.7212
H -0.7432 2.6889 0.7536
H -1.0083 5.1347 0.8352
H -0.2744 6.5235 -1.0704
H 0.7389 5.4598 -3.0546
H 1.0470 3.0309 -3.1360
H 3.1690 0.9413 -0.3165
H 5.3681 0.4520 -1.2874
H 5.5442 -0.4068 -3.5979
H 3.5033 -0.7726 -4.9394
H 1.2940 -0.3112 -3.9801
*
```

Kohn-Sham gap (alpha / beta), eV: 5.1702 / 4.7753
Expectation value of S²: 6.029

=====

[3]
# C36H32NO3P2V

C36H32NO3P2V as an isolated structure (ωB97M-V with the def2-TZVPD basis set, the Open Molecules 2025 dataset).

Structure (ORCA input):
```
! wB97M-V def2-TZVPD RIJCOSX def2/J DEFGRID3
* xyz 1 2
V 0.1712 0.1586 -1.4860
O -3.3511 -0.8079 -3.0447
C -2.1988 -0.7421 -2.7007
O -1.5360 0.3464 -2.3911
C -1.3628 -2.0039 -2.5818
C -1.9500 -3.2383 -2.8927
C -1.1931 -4.3620 -2.7761
C 0.1633 -4.2477 -2.3991
C 1.0145 -5.3755 -2.3193
C 2.3325 -5.2332 -2.0007
C 2.8607 -3.9458 -1.7597
C 2.0586 -2.8416 -1.8121
C 0.6845 -2.9641 -2.1164
N -0.1204 -1.8488 -2.1510
H -2.9851 -3.2410 -3.2051
H -1.6053 -5.3432 -2.9828
H 0.5954 -6.3540 -2.5257
H 2.9794 -6.0997 -1.9435
H 3.9155 -3.8328 -1.5376
H 2.4888 -1.8620 -1.6550
C 1.0275 -0.3118 -4.5671
O 1.1694 0.5539 -3.4115
H 1.5379 0.1268 -5.4189
H -0.0215 -0.4697 -4.8010
H 1.4945 -1.2570 -4.3155
H 0.8445 1.4299 -3.6530
C -0.6086 0.9916 2.1913
P -1.2133 0.6831 0.4756
C -2.9002 0.0825 0.6977
C -3.1586 -1.2537 0.4019
C -4.4249 -1.7853 0.6117
C -5.4340 -0.9823 1.1204
C -5.1786 0.3492 1.4317
C -3.9154 0.8800 1.2284
C -1.2597 2.3261 -0.3133
C -0.0169 2.9476 -0.4835
C 0.1026 4.0914 -1.2718
C -1.0167 4.6171 -1.8957
C -2.2507 3.9911 -1.7452
C -2.3726 2.8454 -0.9774
P 0.7869 -0.1616 2.5791
C 1.9810 0.6544 1.4351
C 2.6972 1.8036 1.7377
C 3.4800 2.4307 0.7671
C 3.5635 1.9159 -0.5157
C 2.8850 0.7403 -0.8300
C 2.1015 0.1238 0.1444
C 1.3766 0.4561 4.1926
C 0.8054 1.5104 4.9016
C 1.3351 1.9030 6.1257
C 2.4435 1.2528 6.6466
C 3.0170 0.1960 5.9494
C 2.4786 -0.2066 4.7376
H -1.4362 0.8140 2.8771
H -0.2996 2.0338 2.2781
H -2.3667 -1.8802 0.0103
H -4.6212 -2.8236 0.3755
H -6.4245 -1.3926 1.2788
H -5.9668 0.9730 1.8350
H -3.7207 1.9162 1.4826
H 0.8637 2.5677 0.0312
H 1.0687 4.5696 -1.3811
H -0.9333 5.5115 -2.5014
H -3.1238 4.3917 -2.2469
H -3.3235 2.3361 -0.9224
H 2.6432 2.2226 2.7368
H 4.0308 3.3287 1.0239
H 4.1802 2.4018 -1.2615
H 3.0046 0.3014 -1.8123
H 1.6410 -0.8534 -0.0492
H -0.0603 2.0346 4.5146
H 0.8778 2.7201 6.6714
H 2.8561 1.5612 7.5987
H 3.8753 -0.3227 6.3571
H 2.9173 -1.0474 4.2087
*
```

Kohn-Sham gap (alpha / beta), eV: 7.3228 / 6.7536
Energy above the lowest of the compared OMol25 structures with the same formula, charge and spin, kJ/mol: 0.0
Expectation value of S²: 0.762

=====

[4]
# C36H33AuFN5O5S3

C36H33AuFN5O5S3 as an isolated structure (ωB97M-V with the def2-TZVPD basis set, the Open Molecules 2025 dataset).

Structure (ORCA input):
```
! wB97M-V def2-TZVPD RIJCOSX def2/J DEFGRID3
* xyz 2 1
Au 0.2653 -0.0803 0.1783
F -3.6462 -1.6482 -5.2832
C -2.5388 -2.2933 -4.8486
C -1.9223 -1.8405 -3.7246
C -0.8123 -2.5220 -3.2028
C -0.1580 -2.0524 -1.9932
O -0.6486 -1.0157 -1.4256
C 0.9732 -2.7749 -1.5761
C 1.3624 -3.8829 -2.2910
N 0.7320 -4.3560 -3.3661
C 1.2338 -5.5530 -4.0258
C 1.6516 -6.7117 -3.1791
C 0.3975 -6.7984 -3.9926
C -0.3632 -3.6689 -3.8703
C -0.9952 -4.0946 -5.0444
C -2.0958 -3.4307 -5.5545
N -2.7029 -3.8864 -6.7308
C -3.0216 -5.2894 -6.9097
C -4.5134 -5.5321 -6.6943
N -5.2801 -4.6778 -7.6698
C -4.9548 -3.2160 -7.4859
C -3.4495 -3.0387 -7.6415
C 1.8316 -2.4706 -0.3742
O 2.8835 -3.0387 -0.2395
O 1.3148 -1.6935 0.5560
H -2.3016 -0.9683 -3.2129
H 2.2433 -4.4185 -1.9626
H 1.8055 -5.3336 -4.9184
H 1.5453 -6.6253 -2.1065
H 2.5207 -7.2686 -3.4968
H -0.5442 -6.7547 -3.4607
H 0.3938 -7.4246 -4.8743
H -0.5927 -4.9396 -5.5825
H -2.4642 -5.9124 -6.2159
H -2.7474 -5.5966 -7.9259
H -4.8154 -5.2230 -5.6946
H -4.7894 -6.5737 -6.8493
H -6.2844 -4.8357 -7.5751
H -5.0231 -4.9544 -8.6213
H -5.2839 -2.9335 -6.4886
H -5.5105 -2.6431 -8.2263
H -3.1932 -1.9935 -7.5076
H -3.1628 -3.3112 -8.6649
O 1.1354 0.7630 1.6956
C 2.2858 1.5850 1.4474
C 2.1868 2.3816 0.1608
C 1.8189 3.6781 -0.0205
C 1.7189 4.0429 -1.3976
C 2.0095 3.0134 -2.2333
S 2.4538 1.6032 -1.3644
C 2.3200 2.5140 2.6645
C 3.0859 3.6153 2.8843
C 2.8349 4.2097 4.1542
C 1.8915 3.5416 4.8644
S 1.2965 2.1898 4.0087
C 3.5715 0.7601 1.4517
C 3.7298 -0.5207 1.8760
C 5.0728 -0.9827 1.7479
C 5.8995 -0.0351 1.2410
S 5.0640 1.4213 0.9020
H 1.6149 4.3430 0.8068
H 1.4570 5.0346 -1.7380
H 2.0409 3.0094 -3.3113
H 3.8112 3.9884 2.1741
H 3.3338 5.0981 4.5129
H 1.5154 3.7777 5.8463
H 2.9159 -1.1146 2.2572
H 5.3930 -1.9802 2.0094
H 6.9580 -0.1044 1.0490
N -2.4882 5.7230 1.8182
C -1.4940 4.8084 1.7397
O -0.4999 4.8275 2.4298
C -1.6481 3.7364 0.6878
C -2.3183 3.9132 -0.5083
C -2.3133 2.8931 -1.4491
C -1.6276 1.7368 -1.1704
N -0.9744 1.5641 -0.0071
C -0.9771 2.5398 0.9099
H -2.4095 6.4394 2.5218
H -3.3682 5.6135 1.3490
H -2.8226 4.8451 -0.7316
H -2.8334 2.9962 -2.3902
H -1.5868 0.9115 -1.8642
H -0.4477 2.3665 1.8370
*
```

Kohn-Sham gap, eV: 5.8085
Energy above the lowest of the compared OMol25 structures with the same formula, charge and spin, kJ/mol: 0.0

=====

[5]
# C36H33BF13N5

A 6-piece molecular cluster, C36H33BF13N5 overall at a distorted geometry (ωB97M-V with the def2-TZVPD basis set, the Open Molecules 2025 dataset).

Structure (ORCA input):
```
! wB97M-V def2-TZVPD RIJCOSX def2/J DEFGRID3
* xyz 0 1
C 1.2201 2.9668 2.8630
C 0.8528 3.2413 1.6169
C 0.3698 3.9039 0.2095
B 1.6668 4.3960 -0.6784
C 1.8019 3.7833 -2.1996
C 3.3181 3.4388 -2.6422
C 3.6178 1.8311 -2.7413
F 4.6729 1.7210 -3.7550
F 2.4990 1.0909 -3.2664
C 4.2224 1.2525 -1.3586
F 4.1325 2.1656 -0.2406
F 5.6564 1.0690 -1.5860
C 3.6792 -0.2498 -0.9785
F 4.5885 -0.7062 0.0735
F 3.8802 -1.1443 -2.0778
C 2.1919 -0.2549 -0.3484
F 1.5109 1.0242 -0.5546
F 2.3727 -0.3360 1.0966
C 1.1962 -1.3800 -0.9278
F 1.0147 -1.2627 -2.3714
F 1.8243 -2.6630 -0.7224
C -0.2942 -1.3648 -0.3033
F -0.3547 -1.2459 1.1154
F -1.0804 -0.4120 -1.0240
F -0.8689 -2.6696 -0.6181
H 1.8536 2.9160 3.8323
H -0.3533 4.7872 0.4425
H -0.1446 3.0618 -0.3829
H 2.4501 5.1440 -0.1926
H 1.4093 4.6319 -2.9035
H 1.0541 2.9120 -2.3145
H 3.4445 3.8340 -3.7339
H 4.1330 3.9938 -2.0274
C -2.4007 2.9758 6.9163
C -2.8661 2.7865 5.6224
C -2.1661 3.3752 4.5814
N -1.0625 4.1239 4.7506
C -0.6349 4.2923 6.0140
C -1.2620 3.7429 7.1209
H -2.9207 2.5299 7.7578
H -3.7521 2.1946 5.4271
H -2.4884 3.2537 3.5519
H 0.2566 4.9026 6.1225
H -0.8712 3.9104 8.1172
C -4.3300 -4.9905 -2.0055
C -4.7939 -5.1808 -3.3005
C -4.0873 -4.6006 -4.3415
N -2.9782 -3.8590 -4.1710
C -2.5523 -3.6894 -2.9065
C -3.1867 -4.2312 -1.7993
H -4.8557 -5.4302 -1.1641
H -5.6837 -5.7669 -3.4961
H -4.4078 -4.7230 -5.3713
H -1.6575 -3.0856 -2.7978
H -2.7980 -4.0637 -0.8026
C -1.9234 -9.4133 -1.9376
C -2.6381 -8.2899 -2.3299
C -4.0214 -8.3385 -2.2679
N -4.7146 -9.4138 -1.8526
C -3.9973 -10.4882 -1.4802
C -2.6128 -10.5371 -1.5025
H -0.8389 -9.4134 -1.9707
H -2.1319 -7.3965 -2.6757
H -4.6229 -7.4864 -2.5601
H -4.5814 -11.3424 -1.1517
H -2.0864 -11.4302 -1.1887
C 7.0802 2.6700 2.4874
C 7.7454 3.7009 3.1368
C 7.7741 4.9466 2.5305
N 7.1977 5.2157 1.3459
C 6.5621 4.1987 0.7385
C 6.4742 2.9198 1.2638
H 7.0346 1.6807 2.9308
H 8.2301 3.5405 4.0922
H 8.2787 5.7852 2.9999
H 6.1078 4.4427 -0.2171
H 5.9482 2.1403 0.7320
C -5.3760 1.3756 -0.3420
C -4.0517 1.0347 -0.5801
C -3.1490 2.0537 -0.8381
N -3.4813 3.3562 -0.8753
C -4.7706 3.6578 -0.6430
C -5.7472 2.7129 -0.3723
H -6.1124 0.6060 -0.1350
H -3.7282 0.0010 -0.5651
H -2.1023 1.8385 -1.0272
H -5.0119 4.7156 -0.6812
H -6.7718 3.0138 -0.1905
*
```

Kohn-Sham gap, eV: 9.0417
SMILES string: C#CCBCCC(F)(F)C(F)(F)C(F)(F)C(F)(F)C(F)(F)C(F)(F)F.c1ccncc1.c1ccncc1.c1ccncc1.c1ccncc1.c1ccncc1
Energy above the lowest of the compared OMol25 structures with the same formula, charge and spin, kJ/mol: 573.7

=====

[6]
# C36H33BeN4Sb

C36H33BeN4Sb as an isolated structure (ωB97M-V with the def2-TZVPD basis set, the Open Molecules 2025 dataset).

Structure (ORCA input):
```
! wB97M-V def2-TZVPD RIJCOSX def2/J DEFGRID3
* xyz 2 1
Be 0.9881 0.2963 0.9630
C 3.2348 0.0213 2.2523
N 2.5735 -0.6359 1.0791
C 2.2476 -2.0496 1.3888
C 1.0621 -2.0631 2.3162
C 0.7367 -3.1241 3.1412
C -0.4166 -3.0355 3.9042
C -1.1992 -1.8905 3.8213
C -0.7982 -0.8765 2.9780
N 0.3134 -0.9597 2.2360
C 3.3538 -0.5088 -0.1778
C 2.8253 0.6381 -1.0024
C 3.4152 1.0403 -2.1895
C 2.8470 2.0901 -2.8862
C 1.7193 2.7190 -2.3680
C 1.1927 2.2555 -1.1851
N 1.7314 1.2202 -0.5169
C 2.5486 1.3025 2.6796
C 3.1166 2.1455 3.6167
C 2.4311 3.2892 3.9898
C 1.2017 3.5641 3.4039
C 0.7012 2.6815 2.4736
N 1.3574 1.5638 2.1243
H 3.2291 -0.6701 3.0967
H 4.2809 0.2260 2.0263
H 1.9737 -2.5501 0.4581
H 3.1016 -2.5820 1.8124
H 1.3732 -3.9986 3.1847
H -0.7018 -3.8487 4.5588
H -2.1052 -1.7855 4.4016
H -1.3797 0.0348 2.8804
H 4.4143 -0.3650 0.0336
H 3.2725 -1.4319 -0.7521
H 4.2993 0.5351 -2.5577
H 3.2790 2.4217 -3.8217
H 1.2530 3.5493 -2.8797
H 0.3083 2.7071 -0.7470
H 4.0830 1.9085 4.0444
H 2.8524 3.9630 4.7240
H 0.6428 4.4534 3.6601
H -0.2437 2.8650 1.9777
C -4.0922 -4.0390 -0.5373
C -2.9441 -4.0420 0.2419
C -2.0931 -2.9437 0.2224
C -2.3939 -1.8417 -0.5752
C -3.5487 -1.8399 -1.3533
C -4.3945 -2.9398 -1.3322
Sb -1.0446 -0.2138 -0.6757
C -0.2108 -0.5091 -2.6059
C 0.7007 -1.5617 -2.6968
C 1.2957 -1.8801 -3.9099
C 0.9864 -1.1402 -5.0438
C 0.0882 -0.0852 -4.9598
C -0.5094 0.2330 -3.7456
C -2.3944 1.4258 -0.7586
C -3.1325 1.8197 -1.8739
C -4.0395 2.8680 -1.7771
C -4.2278 3.5255 -0.5695
C -3.5120 3.1308 0.5525
C -2.5995 2.0886 0.4540
H -4.7537 -4.8957 -0.5274
H -2.7107 -4.8979 0.8629
H -1.1945 -2.9555 0.8326
H -3.8017 -0.9850 -1.9690
H -5.2912 -2.9386 -1.9392
H 0.9287 -2.1664 -1.8208
H 1.9892 -2.7091 -3.9746
H 1.4386 -1.3917 -5.9943
H -0.1563 0.4907 -5.8439
H -1.1864 1.0747 -3.6996
H -3.0281 1.3082 -2.8208
H -4.6081 3.1643 -2.6499
H -4.9418 4.3357 -0.4996
H -3.6714 3.6266 1.5021
H -2.0629 1.7689 1.3426
*
```

Kohn-Sham gap, eV: 8.5092
Energy above the lowest of the compared OMol25 structures with the same formula, charge and spin, kJ/mol: 31.8